The following is a quantum chemistry calculation of an isolated molecule of C22H24N2O5 at a distorted geometry, from the OMol25 dataset.

Atoms and positions in Å:
O  -6.85768  -0.96395  -2.41593
O  -0.77453  -1.46718  -0.78272
O  -1.85132  2.13696  1.17833
O  0.03366  -2.11047  1.22957
O  -6.05837  0.32370  -4.00992
N  -5.99058  -0.17761  -2.86625
N  3.80724  -1.27084  1.34200
C  -3.86575  1.00123  -2.48248
C  0.88310  0.97619  0.66895
C  1.18517  3.27008  -2.40680
C  -2.67335  0.60035  -0.42368
C  0.80377  2.18814  -0.27380
C  -3.69604  -0.24547  0.03409
C  0.45001  4.57888  -0.50941
C  1.16683  2.10870  -1.61539
C  2.57738  -0.71809  1.34577
C  4.22241  -2.04736  2.49647
C  -2.76425  1.24474  -1.67200
C  0.83053  4.50369  -1.85483
C  4.82423  -0.84470  0.39062
C  -0.40170  0.23026  0.93100
C  -4.82256  -0.44936  -0.74925
C  -0.42875  -1.18845  0.35470
C  -1.66821  1.07842  0.58390
C  2.08235  0.11039  0.37636
C  -4.88535  0.14221  -2.02604
C  -0.33427  -3.49465  0.93118
C  0.49327  -4.34292  1.85489
C  0.49610  3.43029  0.27911
H  0.28806  3.49474  1.34674
H  1.50636  3.19811  -3.44713
H  2.72083  0.36986  -0.47426
H  0.16061  5.53008  -0.05866
H  1.97431  -0.90964  2.24493
H  -1.40919  -3.58914  1.13985
H  5.27252  -2.32976  2.37349
H  -0.50434  0.12831  2.02809
H  -1.96537  1.93045  -1.97486
H  4.53157  -1.08131  -0.64229
H  0.84546  5.40630  -2.47003
H  5.01923  0.23764  0.46124
H  0.35257  -4.05662  2.90176
H  -0.13527  -3.71357  -0.12588
H  5.75055  -1.37691  0.63667
H  3.60097  -2.95183  2.58946
H  -5.64433  -1.07953  -0.42033
H  4.10414  -1.45311  3.41834
H  1.46407  1.14424  -2.02832
H  -3.96210  1.45152  -3.46598
H  1.55933  -4.27697  1.61231
H  -3.60177  -0.71180  1.02306
H  0.21473  -5.39399  1.76121
H  1.07373  1.42977  1.66216

Cartesian forces (eV/Å) of the 3 atoms listed first:
O 1.610 1.472 -0.856
O 0.219 0.402 1.431
O 0.112 -1.776 -0.909

HOMO energy ... -0.28297 hartree
E_LUMO ... -0.74 eV
DFT total energy ... -36416.88732 eV
Strongest force on any atom ... 3.3 eV/Å
Total charge ... 0

---

The following is a quantum chemistry calculation of an isolated molecule of C22H24N2O6 at a distorted geometry, from the OMol25 dataset.

Atoms and positions in Å:
O  -1.13705  3.26599  -2.06395
O  3.22893  1.09831  1.64068
O  0.77162  -0.33103  0.77576
O  1.98788  2.71533  -0.23465
O  0.20373  2.95410  1.12218
O  0.56238  -0.19047  -1.35169
N  1.23806  -0.20050  -0.34581
N  -2.20264  2.10854  -0.45403
C  -3.24511  -0.51248  0.18912
C  -3.12465  -2.02916  0.43569
C  0.89518  -3.50464  0.11037
C  -0.47417  3.76809  0.16251
C  -2.99545  1.38043  -1.42740
C  1.99757  1.70107  1.95366
C  2.65357  -0.11460  -0.47194
C  0.38044  -3.15038  1.34557
C  4.53462  -0.76423  -1.84260
C  -1.29760  2.99825  -0.88944
C  3.50738  0.44240  0.49486
C  -1.20197  -2.93915  -0.90907
C  0.09722  -3.40222  -1.01635
C  3.18009  -0.67811  -1.63969
C  1.41597  2.51014  0.79942
C  -1.72198  -2.55788  0.32211
C  4.88820  0.32540  0.26401
C  -0.91669  -2.68059  1.44798
C  -2.82497  -0.12150  -1.22692
C  5.39411  -0.26952  -0.86623
C  -2.41478  0.29818  1.18428
C  -2.55157  1.79886  0.91342
H  -1.30702  -2.40045  2.41582
H  -2.74160  0.09586  2.20623
H  1.25146  0.97077  2.29015
H  2.47780  -1.06091  -2.36465
H  -1.92060  2.35490  1.60388
H  -1.81716  -2.87079  -1.79420
H  -1.77791  -0.37753  -1.38768
H  -3.59695  2.10181  1.07172
H  -2.65732  1.68231  -2.41923
H  6.46269  -0.33501  -1.00174
H  4.92429  -1.21284  -2.74192
H  -3.50894  -2.24469  1.43564
H  5.54210  0.74330  1.01285
H  -4.04850  1.66435  -1.30412
H  -4.30315  -0.24781  0.32136
H  0.48892  -3.68183  -1.98397
H  0.25866  4.35588  -0.39874
H  2.22361  2.38470  2.77857
H  0.99475  -3.23137  2.23053
H  -3.76182  -2.54148  -0.28929
H  -1.36787  0.01045  1.09932
H  -3.43024  -0.65043  -1.96488
H  1.91335  -3.85853  0.02612
H  -1.12687  4.43073  0.73643

Cartesian forces (eV/Å) of the 3 atoms listed first:
O 0.157 0.202 -0.245
O -0.096 -0.064 0.060
O 0.159 0.029 0.000

HOMO energy ... -0.32878 hartree
E_LUMO ... -0.31 eV
DFT total energy ... -38466.36238 eV
Strongest force on any atom ... 1.3 eV/Å
Total charge ... 0

---

The following is a quantum chemistry calculation of a structure of composition C22H24N5PtS2, from the OMol25 dataset.

Atoms and positions in Å:
Pt  -0.95659  0.38077  0.61549
S  -2.38992  -1.27938  0.07587
S  -1.11252  2.17264  -2.17331
N  -2.33888  -3.58869  1.35732
N  -0.73603  -2.14692  2.08509
N  0.57144  1.52716  1.41473
N  -0.23097  -0.89938  1.91777
N  -1.65474  1.80205  -0.71036
C  2.37648  1.40015  2.95758
C  -0.40627  0.52730  -4.28095
C  1.28172  0.82661  2.33469
C  -0.64282  -0.52753  -5.14725
C  0.80027  -0.53870  2.61123
C  -1.75150  -2.39504  1.28167
C  2.72747  2.70854  2.65436
C  2.57798  3.70047  -1.90875
C  -2.63753  -4.32636  3.70680
C  1.97030  3.41941  1.74266
C  2.77601  1.33638  -1.46764
C  -2.40330  -0.05869  -3.04394
C  -1.99915  -4.60070  2.35388
C  -1.74680  -1.35026  -4.96098
C  0.89518  2.78541  1.14204
C  -1.28673  0.73794  -3.22612
C  1.42036  1.16898  -1.69461
C  -2.62497  -1.11579  -3.91431
C  0.65263  2.28298  -2.01423
C  1.21619  3.54567  -2.13098
C  1.42560  -1.45712  3.60315
C  3.35086  2.59896  -1.57151
H  -3.48703  -1.75274  -3.77058
H  0.64505  -1.95478  4.17613
H  0.26670  3.28497  0.41853
H  -3.08700  0.13922  -2.22975
H  -2.38350  -5.12013  4.40931
H  2.19757  4.44508  1.49159
H  2.09014  -0.93378  4.28394
H  0.45467  1.16674  -4.42447
H  3.03219  4.67719  -2.00612
H  3.38866  0.47988  -1.21919
H  1.98899  -2.24000  3.09092
H  3.58084  3.16507  3.13711
H  0.59816  4.39618  -2.39164
H  -3.12552  -3.74842  0.75090
H  -1.92362  -2.17377  -5.63960
H  0.03753  -0.70799  -5.96834
H  -3.72367  -4.28157  3.62331
H  2.95276  0.83553  3.67428
H  -2.32778  -5.56043  1.95701
H  0.96209  0.19004  -1.62674
H  4.41257  2.72016  -1.40113
H  -0.91406  -4.63179  2.43873
H  -2.28202  -3.37985  4.11254
H  -2.47747  2.34832  -0.49615

Cartesian forces (eV/Å) of the 3 atoms listed first:
Pt 0.030 0.217 -0.303
S -0.084 -0.138 0.073
S -0.037 -0.035 0.035

HOMO energy ... -0.39312 hartree
E_LUMO ... -3.39 eV
DFT total energy ... -55566.78014 eV
Strongest force on any atom ... 0.4 eV/Å
Total charge ... +1

---

The following is a quantum chemistry calculation of a structure of composition C22H24N6O3OsS3Si, from the OMol25 dataset.

Atoms and positions in Å:
Os  -0.36358  2.28178  1.62932
S  3.41955  0.04192  2.72659
S  -0.44437  2.85932  -1.80407
S  -3.82074  -0.62103  2.52435
Si  -0.12912  1.25409  5.43776
O  -1.85130  2.60724  -1.65962
O  0.68714  4.13476  1.41522
O  0.34489  2.04652  -2.66501
N  1.10229  0.95686  2.01138
N  -3.33114  0.87227  0.33347
N  -1.71922  0.75443  2.03584
N  -0.27515  0.36742  3.87279
N  2.86503  1.71194  0.67074
N  0.22483  2.85716  -0.25945
C  2.09216  -0.48982  3.57771
C  0.71505  6.49181  -0.79251
C  0.03526  -3.76898  2.84092
C  0.62182  -3.01125  0.62164
C  0.40980  5.14362  -0.86201
C  0.49182  7.26101  -1.92804
C  0.49436  4.11064  0.16409
C  -2.89695  0.43102  1.50992
C  -0.33404  5.33720  -3.16303
C  -0.27550  0.04057  6.83648
C  1.55775  2.05071  5.39407
C  0.85827  -1.73865  1.09959
C  -0.02090  6.69384  -3.09058
C  0.22195  -4.02665  1.49011
C  0.80790  -0.03087  3.04284
C  -0.11010  4.58769  -2.03154
C  -1.48380  2.51948  5.41950
C  -2.52812  -0.65876  3.67851
C  0.65822  -1.47505  2.45865
C  -1.51947  0.11940  3.25673
C  0.25638  -2.49413  3.33070
C  2.35518  1.03362  1.68707
H  -1.44053  3.11225  6.33578
H  2.39818  1.35868  5.48073
H  1.14306  -0.95134  0.41484
H  0.05216  -5.02317  1.10482
H  1.11216  6.92617  0.11457
H  -0.18574  7.31928  -3.95738
H  2.20279  -1.10952  4.45632
H  -0.73737  4.90086  -4.06649
H  -1.37238  3.21400  4.58080
H  0.71701  8.31824  -1.90961
H  0.53360  -0.69437  6.83905
H  0.73853  -3.21747  -0.43343
H  -2.47690  2.07215  5.36438
H  1.69881  2.67607  4.50855
H  1.63107  2.71036  6.26338
H  -0.27773  -4.55844  3.50992
H  -1.22370  -0.50023  6.80621
H  -2.59369  -1.25024  4.57569
H  -4.23552  0.60652  -0.01675
H  2.22408  2.18293  0.03843
H  0.09348  -2.27816  4.38043
H  3.85663  1.78522  0.51432
H  -2.74096  1.44236  -0.26526
H  -0.23319  0.56136  7.79570

Cartesian forces (eV/Å) of the 3 atoms listed first:
Os -0.033 -0.369 0.126
S 0.136 0.023 -0.108
S 0.095 0.167 0.230

HOMO energy ... -0.49867 hartree
E_LUMO ... -7.81 eV
DFT total energy ... -81122.61523 eV
Strongest force on any atom ... 0.6 eV/Å
Total charge ... +2

---

- Number 3 is which compound?
  C22H24N5PtS2

---

- Which value of HOMO energy does entry 1 give?
  -0.28297 hartree

---

- Which value of strongest force on any atom does entry 3 give?
  0.4 eV/Å

---

- Which of these has the highest E_LUMO?
  C22H24N2O6